Run i
Computed, not measured: a single C6H8ClN molecule, with ωB97M-V/def2-TZVPD.

Each atom is followed by the atoms it is bonded to, with distances in Å.
Positions of all 16 atoms, in Å:
1 C 0.68 0.88 -0.09  C2 1.356, C3 1.463, Cl8 1.706
2 C -0.53 0.52 0.42  C1 1.356, C4 1.468, C6 1.510
3 C 1.30 -0.24 -0.79  C1 1.463, C5 1.450, N7 1.267
4 C -0.89 -0.82 -0.07  C2 1.468, C5 1.592, H9 1.034, H10 1.128
5 C 0.37 -1.35 -0.87  C3 1.450, C4 1.592, H11 1.036, H12 1.051
6 C -1.35 1.30 1.41  C2 1.510, H13 1.045, H14 1.056, H15 1.123
7 N 2.51 -0.09 -1.15  C3 1.267, H16 1.058
8 Cl 1.36 2.43 0.02  C1 1.706
9 H -1.09 -1.51 0.68  C4 1.034
10 H -1.96 -0.82 -0.42  C4 1.128
11 H 0.19 -1.55 -1.87  C5 1.036
12 H 0.85 -2.19 -0.46  C5 1.051
13 H -0.73 1.34 2.25  C6 1.045
14 H -2.23 0.73 1.54  C6 1.056
15 H -1.50 2.30 0.92  C6 1.123
16 H 3.03 -0.93 -1.53  N7 1.058

Calculated values
multiplicity: 1
E_HOMO: -8.7 eV
molecular weight: 129.59 g/mol
SMILES: [H]/N=C1\CCC(C)=C1Cl
orbital gap: 9.54 eV

***

Run ii
Computed, not measured: a single C6H8ClN molecule, with ωB97M-V/def2-TZVPD.

Each atom is followed by the atoms it is bonded to, with distances in Å.
Positions of all 16 atoms, in Å:
1 C 0.01 1.83 -0.06  C2 1.393, C4 1.372, H9 1.097
2 C -0.35 1.37 1.21  C1 1.393, N7 1.294, H10 1.117
3 C 0.88 -0.50 0.90  C5 1.338, N7 1.365, H11 1.018
4 C 0.21 1.00 -1.13  C1 1.372, H12 1.026, H13 1.022
5 C 0.45 -1.14 -0.20  C3 1.338, C6 1.483, Cl8 1.695
6 C -0.93 -1.65 -0.34  C5 1.483, H14 1.083, H15 1.189, H16 1.101
7 N 0.12 0.28 1.72  C2 1.294, C3 1.365
8 Cl 1.61 -2.15 -0.92  C5 1.695
9 H 0.66 2.71 0.08  C1 1.097
10 H -0.88 2.16 1.79  C2 1.117
11 H 1.87 -0.52 1.13  C3 1.018
12 H -0.61 0.52 -1.53  C4 1.026
13 H 0.78 1.39 -1.88  C4 1.022
14 H -1.56 -0.85 0.01  C6 1.083
15 H -1.05 -2.44 0.54  C6 1.189
16 H -1.22 -2.03 -1.33  C6 1.101

Calculated values
multiplicity: 1
E_HOMO: -8.3 eV
molecular weight: 129.59 g/mol
SMILES: C=C/C=N\C=C(/C)Cl
orbital gap: 8.91 eV

***

Most stable to least stable: run i, run ii

***

Run i
Computed, not measured: a single C6H6N2S molecule, with ωB97M-V/def2-TZVPD.

Each atom is followed by the atoms it is bonded to, with distances in Å.
Positions of all 15 atoms, in Å:
1 C -2.21 0.48 0.65  C6 1.358, N7 1.156
2 C 1.38 0.79 1.65  N8 1.265, S9 1.726, H10 1.082
3 C -0.87 -0.10 -1.60  C5 1.514, C6 1.465, H11 1.081, H12 1.085
4 C 1.28 -0.66 -0.19  C5 1.536, N8 1.424, H13 1.095, H14 1.102
5 C -0.22 -0.88 -0.48  C3 1.514, C4 1.536, C6 1.454, H15 1.086
6 C -1.20 0.15 -0.19  C1 1.358, C3 1.465, C5 1.454
7 N -3.09 0.73 1.35  C1 1.156
8 N 1.57 -0.37 1.17  C2 1.265, C4 1.424
9 S 0.65 2.13 0.85  C2 1.726
10 H 1.69 0.97 2.67  C2 1.082
11 H -0.26 0.63 -2.11  C3 1.081
12 H -1.63 -0.55 -2.22  C3 1.085
13 H 1.81 -1.58 -0.43  C4 1.095
14 H 1.63 0.16 -0.84  C4 1.102
15 H -0.53 -1.90 -0.29  C5 1.086

Calculated values
multiplicity: 1
E_HOMO: -9.1 eV
molecular weight: 138.20 g/mol
orbital gap: 6.47 eV

***

Run ii
Computed, not measured: 2 unconnected molecules or ions with the total composition C6H6N2S, with ωB97M-V/def2-TZVPD.

Each atom is followed by the atoms it is bonded to, with distances in Å.
Positions of all 15 atoms, in Å:
1 C 0.60 0.49 -1.45  C2 1.399, C6 1.477, H10 1.113
2 C -0.51 1.31 -1.68  C1 1.399, N7 1.388, H11 1.148
3 C 1.21 -1.53 1.50  C5 1.388, S9 1.831, H12 1.137
4 C -1.24 -0.49 -0.59  C6 1.478, N7 1.398
5 C 0.75 -0.26 1.82  C3 1.388, N8 1.205
6 C 0.20 -0.78 -0.79  C1 1.477, C4 1.478, S9 1.722
7 N -1.61 0.78 -1.02  C2 1.388, C4 1.398, H13 1.035
8 N 0.30 0.38 2.73  C5 1.205, H14 0.984
9 S 0.93 -2.21 -0.18  C3 1.831, C6 1.722
10 H 1.68 0.67 -1.60  C1 1.113
11 H -0.72 2.18 -2.41  C2 1.148
12 H 2.21 -1.77 1.97  C3 1.137
13 H -2.51 1.13 -1.40  N7 1.035
14 H 0.30 1.34 2.49  N8 0.984
15 H -1.58 -1.24 0.62  no bonds

Calculated values
multiplicity: 1
E_HOMO (alpha / beta): -7.9 / -7.9 eV
molecular weight: 138.20 g/mol
orbital gap (alpha / beta): 8.21 / 8.21 eV

***

Most stable to least stable: run i, run ii

***

Run i
Computed, not measured: a single C2H3ClO molecule, with ωB97M-V/def2-TZVPD.

Each atom is followed by the atoms it is bonded to, with distances in Å.
Positions of all 7 atoms, in Å:
1 C 0.05 -0.01 0.51  C2 1.559, O3 1.428, H5 1.106, H6 1.005
2 C -0.88 -0.57 -0.61  C1 1.559, O3 1.318, Cl4 1.730, H7 1.171
3 O -1.36 0.15 0.38  C1 1.428, C2 1.318
4 Cl -1.17 -2.27 -0.67  C2 1.730
5 H 0.28 -0.78 1.27  C1 1.106
6 H 0.51 0.88 0.43  C1 1.005
7 H -0.90 0.05 -1.60  C2 1.171

Calculated values
multiplicity: 1
E_HOMO: -10.4 eV
molecular weight: 78.50 g/mol
SMILES: Cl[C@@H]1CO1
orbital gap: 11.46 eV

***

Run ii
Computed, not measured: a single C2H3ClO molecule, with ωB97M-V/def2-TZVPD.

Each atom is followed by the atoms it is bonded to, with distances in Å.
Positions of all 7 atoms, in Å:
1 C 1.68 0.21 0.06  C2 1.448, O3 1.756, Cl4 1.642
2 C 0.24 0.09 -0.07  C1 1.448, H5 1.083, H6 1.087, H7 1.159
3 O 2.25 1.84 0.34  C1 1.756
4 Cl 2.93 -0.84 -0.15  C1 1.642
5 H 0.03 -0.59 -0.89  C2 1.083
6 H -0.27 -0.25 0.83  C2 1.087
7 H -0.01 1.21 0.06  C2 1.159

Calculated values
multiplicity: 1
E_HOMO (alpha / beta): -10.3 / -9.0 eV
molecular weight: 78.50 g/mol
SMILES: CC(=O)Cl
orbital gap (alpha / beta): 9.59 / 8.04 eV

***

Most stable to least stable: run i, run ii